DFT (ωB97M-V with the def2-TZVPD basis set) results for a cluster of 15 separate species, C42H120N6O24 in total in a non-equilibrium geometry.

```
192
Properties=species:S:1:pos:R:3:mulliken_charge:R:1
H -37.595 15.867 -12.613 0.36
C -31.221 15.600 -5.850 -0.02
N -24.735 13.748 -8.096 -0.78
H -26.150 18.710 -6.529 -0.03
N -36.962 16.518 -12.150 -0.67
H -27.666 15.166 -10.913 0.00
H -31.953 18.500 -4.347 -0.81
H -24.890 26.940 -4.688 0.39
H -26.042 15.433 -13.353 0.33
H -33.583 16.710 -12.251 0.47
C -29.163 16.981 -9.769 0.09
H -26.950 23.525 -11.089 0.30
H -26.309 19.178 -8.187 -0.32
H -34.755 20.650 -11.172 0.30
H -29.191 20.198 -6.844 -0.13
C -29.295 19.621 -7.765 -0.32
H -30.770 19.950 -10.578 -0.87
H -34.641 16.478 -10.798 0.12
C -26.926 14.794 -13.479 -1.55
H -29.123 17.262 -13.506 0.26
C -36.400 15.522 -5.883 -0.82
H -27.086 13.313 -7.068 0.38
N -28.306 16.764 -13.877 -0.86
H -35.544 16.734 -13.676 0.28
H -26.269 14.401 -5.879 0.34
C -37.608 20.276 -9.716 -0.77
H -26.993 22.453 -8.319 0.22
C -28.132 15.588 -12.997 1.12
C -28.102 18.129 -4.426 0.64
C -35.454 16.427 -6.628 1.37
C -32.098 21.548 -11.091 -0.48
H -31.374 14.890 -10.731 -0.01
H -36.142 12.259 -12.483 0.31
H -30.799 17.981 -6.752 -0.79
O -30.170 20.691 -12.369 -0.61
H -29.045 16.145 -9.068 0.18
H -25.531 21.280 -9.607 0.25
H -32.195 21.108 -4.324 -0.31
C -31.579 13.995 -10.141 -1.13
O -25.396 23.904 -9.790 -0.48
H -24.755 18.604 -7.634 0.55
O -33.806 19.182 -3.928 -0.56
C -32.422 19.104 -3.571 0.15
H -36.338 21.252 -5.469 0.34
N -24.284 24.407 -5.474 -0.70
C -25.666 26.427 -5.257 -1.58
N -29.968 12.537 -11.271 -0.68
H -32.799 22.353 -7.987 -0.35
H -32.946 17.511 -6.722 -1.55
H -32.022 17.605 -9.629 0.80
H -30.675 15.121 -5.031 0.67
C -27.946 16.024 -11.546 -0.42
O -37.331 20.911 -8.467 -0.47
H -26.991 14.639 -14.554 0.41
O -32.061 11.768 -13.159 -0.52
H -35.868 19.063 -9.581 -0.43
C -32.395 17.052 -8.764 -1.18
O -29.226 16.435 -11.074 -0.07
H -28.121 17.799 -5.467 -0.48
H -32.569 15.031 -7.501 -0.52
H -31.779 10.135 -11.936 0.30
O -30.648 19.427 -8.170 1.51
H -34.735 16.960 -6.001 -0.42
C -31.412 12.738 -11.017 0.25
H -26.272 14.725 -8.968 -0.34
O -33.038 20.744 -11.774 -0.44
O -35.191 22.012 -3.286 -0.59
H -30.148 17.416 -9.614 -0.87
H -29.037 17.867 -3.924 0.12
H -27.566 17.450 -13.729 0.30
H -35.110 14.329 -11.898 0.18
H -23.877 24.422 -6.405 0.27
O -27.936 19.536 -4.446 -0.22
H -24.234 23.421 -5.243 0.31
H -34.685 17.957 -11.794 -0.05
H -34.309 21.844 -2.929 0.36
H -29.800 21.513 -12.711 0.36
O -32.876 13.802 -5.809 -0.66
H -34.431 14.603 -13.412 0.40
H -31.657 16.315 -8.428 -0.18
C -35.382 14.769 -12.876 -0.61
H -27.008 16.336 -4.012 0.25
C -26.963 22.190 -5.902 -0.52
H -24.877 16.175 -6.648 0.29
H -24.142 13.868 -7.267 0.28
H -30.283 24.841 -6.805 0.36
H -36.906 12.199 -14.091 0.35
C -32.033 14.589 -6.646 0.41
C -25.253 16.146 -7.685 -0.89
H -33.520 14.367 -5.353 0.35
O -34.330 20.972 -6.011 -0.27
H -30.922 13.948 -9.278 0.07
H -27.776 19.915 -3.577 0.22
O -36.229 17.317 -7.418 -0.72
H -34.205 23.244 -4.606 0.17
H -31.715 19.515 -6.434 -0.30
O -35.497 20.828 -10.565 -0.63
O -26.237 17.145 -7.885 0.13
H -28.889 18.612 -7.573 -0.51
H -28.032 22.438 -5.872 0.22
C -34.570 16.875 -11.811 -0.83
O -27.452 21.986 -9.067 0.26
H -34.274 20.299 -5.296 -0.18
H -33.489 10.501 -12.246 0.25
H -27.234 16.854 -11.465 0.33
H -38.077 20.955 -10.447 0.36
H -36.768 16.152 -5.057 0.36
H -29.628 13.346 -11.801 -0.01
C -30.886 22.988 -7.060 0.40
C -35.626 16.252 -12.699 0.42
H -34.291 19.007 -3.114 0.26
H -32.474 21.731 -10.086 -0.09
H -24.408 16.356 -8.364 0.28
C -25.810 14.758 -7.978 1.39
H -27.643 24.586 -6.170 0.20
H -26.915 18.388 -2.046 0.32
H -30.219 22.998 -7.928 0.33
C -26.586 24.431 -6.418 -0.53
H -32.938 23.300 -6.587 -0.23
H -32.626 13.963 -9.822 0.41
H -33.309 12.911 -12.056 0.21
H -35.200 12.458 -13.978 0.28
C -25.833 18.433 -7.543 -0.31
C -26.949 17.395 -3.765 -0.54
H -31.941 13.716 -12.915 0.16
C -26.428 21.743 -10.033 -0.40
H -25.516 26.853 -6.262 0.34
H -26.624 22.344 -4.870 0.44
H -32.291 18.551 -2.639 0.71
H -36.942 16.202 -11.179 0.23
O -32.402 24.379 -8.296 -0.61
H -33.258 16.470 -9.080 -0.39
H -37.248 15.220 -6.499 0.35
H -32.782 20.697 -12.703 0.28
H -26.625 26.836 -4.933 0.33
O -32.371 21.103 -2.305 -0.68
H -31.999 22.555 -11.525 0.50
H -24.107 13.927 -8.875 0.27
C -32.487 10.513 -12.686 -0.69
C -36.154 12.706 -13.485 -0.77
H -26.783 13.888 -12.894 0.34
H -31.955 21.962 -2.177 0.36
C -35.167 22.728 -4.506 -0.62
H -28.346 17.690 -9.635 0.30
H -30.684 22.111 -6.452 -0.27
C -32.235 12.880 -12.279 -0.06
H -35.613 22.471 -6.568 0.40
H -26.005 17.832 -4.112 0.30
H -27.523 15.093 -6.763 -0.01
H -28.870 20.021 -8.677 -0.25
C -31.835 20.473 -3.504 0.61
H -32.915 25.043 -7.835 0.38
H -35.571 17.862 -7.884 0.10
O -35.672 14.405 -5.408 -0.47
H -30.534 16.098 -6.544 -0.46
H -26.827 21.149 -6.166 -0.12
H -31.359 13.869 -7.130 0.42
H -29.924 11.823 -12.015 0.39
O -30.552 24.125 -6.224 -0.70
O -26.349 23.103 -6.790 -0.59
H -32.336 16.298 -4.358 0.39
N -33.816 18.887 -8.083 1.36
H -34.888 15.822 -7.358 -0.27
H -25.389 24.809 -10.098 0.29
H -26.893 21.066 -10.750 0.31
C -30.726 20.917 -11.085 1.33
H -29.063 15.023 -13.031 -0.23
C -35.441 21.827 -5.706 -0.47
C -36.341 19.715 -10.320 0.65
H -36.598 19.235 -11.268 0.39
H -32.436 9.854 -13.549 0.29
O -36.419 14.077 -13.493 -0.44
H -36.476 21.348 -8.624 0.23
H -33.434 19.496 -8.813 -0.47
H -25.993 24.514 -4.375 0.24
C -26.748 14.322 -6.861 -1.18
O -32.067 16.588 -5.230 -0.56
C -25.619 24.926 -5.318 0.55
H -31.754 11.905 -10.397 0.54
H -26.383 25.040 -7.304 0.36
C -26.042 23.035 -10.712 -0.67
H -35.946 23.501 -4.487 0.39
H -25.397 22.870 -11.589 0.37
H -30.058 21.506 -10.439 0.01
C -32.327 23.210 -7.491 0.65
H -33.958 19.543 -7.307 0.01
H -38.378 19.513 -9.576 0.38
C -31.420 18.779 -7.196 1.13
H -36.190 13.832 -4.843 0.27
O -26.987 17.473 -2.334 -0.57
C -32.680 18.041 -7.643 2.38
H -30.749 20.529 -3.484 0.24
```

Output
* E: -103573.3630 eV
* E_HOMO: -0.3344 Ha
* F_max: 1.93 eV/Å



DFT (ωB97M-V with the def2-TZVPD basis set) results for a cluster of 18 separate species, C42H120O18 in total in a non-equilibrium geometry.

```
180
Properties=species:S:1:pos:R:3:mulliken_charge:R:1
H 6.977 -1.488 2.893 0.41
C -1.450 4.182 0.560 -0.08
H -2.995 3.805 6.200 0.27
H 1.468 2.068 4.636 0.48
H -0.774 -0.524 8.209 0.37
H 2.711 5.984 3.005 0.45
H -2.470 -6.369 -5.667 0.35
H -1.827 -3.643 0.950 -0.08
C 6.656 -1.059 -5.365 -1.50
H -5.350 2.112 -2.528 0.27
C -2.999 1.809 5.633 -0.31
H -0.722 4.652 2.602 0.20
H 4.932 0.955 -4.364 0.46
H 0.598 -2.884 3.957 -0.39
H -0.150 -0.736 -6.515 0.34
C 4.623 5.505 1.912 0.71
H -5.423 -4.332 3.227 0.49
O -0.737 0.555 1.413 -0.51
H -2.993 -1.168 3.045 0.36
H -3.560 -1.752 -5.025 0.04
C 2.022 1.180 2.729 0.53
H -1.832 3.381 2.576 0.05
H 2.966 -3.785 -0.340 0.38
H 0.798 -3.872 1.866 -0.10
H 4.574 -1.413 -5.092 0.26
H 5.842 1.873 3.084 0.29
O -1.715 -5.779 -5.619 -0.57
H -7.093 3.621 -3.230 0.30
C -0.884 -0.200 0.189 -0.36
C -6.233 1.613 -2.129 -1.50
C 5.399 -1.122 -4.442 0.41
O 3.004 -1.453 0.871 0.47
H 5.068 3.950 -0.560 0.47
O -6.389 -0.327 -5.417 -0.50
H -5.938 -1.525 -7.715 0.38
C -3.550 2.916 6.498 -0.61
H 5.997 6.884 1.014 0.39
H -5.130 -1.972 -4.205 0.38
H -2.680 6.415 -3.554 0.33
C 2.590 -3.666 4.533 -1.34
H -1.679 -2.288 2.733 -0.19
C 0.429 -5.032 3.935 -1.32
O 5.569 -2.122 -3.408 -0.55
H 2.387 -0.548 -5.051 0.17
C 0.438 -1.358 -4.726 -0.22
C -3.555 -3.341 2.876 0.58
C -0.211 0.027 7.455 -1.40
H 2.449 -3.503 5.601 0.35
H -2.979 -4.262 -5.400 0.22
H -7.306 1.503 -3.960 0.01
H 4.619 6.694 0.043 0.35
O -3.266 2.633 7.865 -0.51
H -0.258 -5.152 3.098 0.28
H 5.945 0.435 -3.027 0.45
O -7.894 3.163 -2.965 -0.59
O -0.950 -4.029 0.882 -0.02
C 3.418 3.164 -1.168 1.10
H 3.201 -2.807 4.256 0.17
C -2.322 3.442 -3.408 -0.99
C 3.242 -2.985 -1.027 -1.73
H 1.888 1.432 1.677 -0.45
H -0.315 -1.823 6.434 0.23
H -3.587 4.912 -2.493 0.34
H -2.264 -3.292 -3.554 0.32
H 1.040 0.631 -4.940 0.32
O 1.182 -0.728 5.696 -0.58
H -6.306 1.958 -1.097 0.38
H 0.960 -4.886 -0.789 0.01
H -1.295 3.297 -3.741 0.41
O 5.648 1.373 2.287 -0.45
H -2.362 5.015 2.467 0.45
H 2.535 5.508 1.273 0.25
C -2.542 4.759 -2.761 0.25
H -4.185 -0.463 -3.963 0.23
C -5.112 -0.659 -5.851 0.69
H -0.556 -0.954 -4.536 0.27
H 1.138 -0.509 4.762 -0.28
H 7.662 -0.112 2.062 0.30
H -4.713 -3.498 4.627 0.37
H 0.502 -2.275 -4.140 0.20
H 7.295 0.043 3.792 0.40
H -2.022 4.776 -1.803 -0.25
H 4.335 1.096 -1.236 -0.26
H -4.430 -3.661 1.141 0.29
H -0.779 -4.259 -3.457 0.12
H -4.199 -1.796 -7.375 0.35
H -0.084 -4.967 4.895 0.37
H -2.368 -4.984 -3.179 0.37
H -0.928 2.427 0.826 0.07
H -2.377 -2.150 4.325 0.31
C 0.334 -5.621 -0.283 -1.02
C -8.645 0.980 -2.316 -1.19
H -3.210 2.071 4.596 0.27
C -4.947 -3.412 3.566 -1.55
C 3.808 -1.836 -0.242 -0.07
H 2.140 -0.746 2.399 -0.27
O -3.604 -3.293 1.462 -0.43
H 2.748 3.732 -0.523 -0.14
C 6.966 -0.399 2.850 -1.40
C 2.786 2.862 -2.579 -1.29
C 3.087 5.352 2.200 -0.82
H -8.221 0.444 -1.467 0.34
H 5.035 5.659 2.910 0.29
H -1.404 -3.749 -5.848 0.22
C 1.209 -3.751 3.707 1.31
C -4.458 -1.248 -4.667 -1.00
C -1.819 -4.261 -3.783 -0.72
H -1.208 5.090 0.007 0.47
C -7.513 1.807 -2.934 1.07
H -2.438 3.926 0.178 0.28
H 6.860 -1.962 -5.941 0.39
H 2.756 4.334 2.407 -0.17
O 1.595 -3.590 2.320 -0.56
O 4.658 3.731 -1.400 -0.68
H -5.610 -2.565 3.389 0.35
H 3.208 -4.551 4.380 0.40
H 3.780 -3.551 -1.787 0.51
H -1.268 -4.341 -1.051 0.08
H 4.201 0.057 -3.105 -0.25
H -3.908 1.973 8.135 0.31
H -1.903 0.049 -0.106 0.40
H -2.386 2.634 -2.678 0.18
H 4.062 -1.096 -1.000 0.11
H -4.625 3.076 6.416 0.34
H 4.743 -2.182 0.198 0.36
H -1.020 -1.272 0.331 -0.01
C -1.617 4.324 2.073 -1.07
H -0.649 1.015 7.318 0.25
H 1.649 -0.219 -3.420 -0.03
C -0.152 -0.776 6.175 0.89
H 6.569 -0.205 -6.038 0.35
C -1.008 -4.922 -0.166 -0.06
O 1.639 -0.193 3.003 1.82
O -0.697 3.121 0.203 -0.16
C 1.159 2.029 3.591 -1.00
H -9.059 0.199 -2.953 0.27
O 5.103 4.367 1.307 -0.49
C -5.194 -1.704 -6.939 -1.36
H -6.923 -0.023 -6.154 0.31
H -0.031 0.019 -0.453 -0.06
H -3.412 0.825 5.853 0.41
O -1.971 5.769 -3.591 -0.53
H 0.804 -5.970 0.636 0.33
H 5.128 -0.488 1.694 -0.27
H 3.560 2.438 -3.219 0.14
H 2.753 1.224 -0.494 0.00
H 0.790 0.209 7.848 0.35
H 3.087 1.260 2.949 0.20
C 4.916 6.766 1.090 -1.53
C 3.694 1.751 -0.646 0.41
C 5.126 0.130 -3.679 -0.63
H -3.030 -4.212 3.268 -0.04
O 0.293 -1.506 -6.151 -0.61
H 0.113 1.725 3.624 -0.13
H 4.216 1.908 0.298 -0.37
H 4.524 7.729 1.416 0.38
H 2.308 -2.592 -1.431 0.32
H -0.937 -0.471 5.484 -0.26
C 1.493 -0.257 -4.499 -0.46
H -9.437 1.638 -1.956 0.33
H 1.075 -5.904 3.836 0.33
H 0.185 -6.436 -0.990 0.43
H -5.468 -2.709 -6.618 0.30
H 4.927 3.625 1.890 0.10
H 0.035 0.195 1.857 -0.01
H 2.520 3.826 -3.012 0.51
C 5.521 0.026 2.570 0.44
H -1.910 1.813 5.657 -0.18
H 6.212 -1.773 -2.786 0.36
H 7.561 -1.092 -4.758 0.34
H -4.558 0.208 -6.211 0.11
H 4.748 -0.058 3.334 0.13
H -1.855 -5.539 0.132 0.39
H 1.860 2.290 -2.529 0.16
C -1.925 -4.483 -5.233 -0.28
H 2.568 -2.271 1.121 -0.26
C -2.624 -2.171 3.264 -0.57
H -2.936 3.352 -4.304 0.27
H -6.032 0.546 -2.037 0.36
H 1.138 3.061 3.241 0.09
```

Output
* E: -82348.8117 eV
* E_HOMO: -0.3393 Ha
* F_max: 4.05 eV/Å